1.
13
Properties=species:S:1:pos:R:3:forces:R:3:nbo_charge:R:1 method="wB97M-V/def2-TZVPD" de_lowest_kj_mol=171.09 smiles=C#CCC[SiH](Cl)Cl lumo_ev=0.76 gap_ha=0.4018 energy_ev=-37168.9835
C 2.173210 -1.507790 0.434609 -0.26 0.21 -0.02 -0.25
C 1.259444 -0.815138 0.775210 0.26 -0.15 0.03 0.00
C 0.150831 0.000180 1.227066 -0.22 0.18 0.11 -0.49
C -1.040209 -0.038719 0.258827 0.14 0.35 -0.31 -0.85
Si -0.707788 0.771795 -1.440487 -0.17 -0.94 0.96 1.28
Cl -2.386925 1.733812 -2.033067 -0.48 0.25 -0.20 -0.36
Cl 0.793590 2.114879 -1.280662 0.42 0.42 0.04 -0.36
H 2.982538 -2.095740 0.117888 0.43 -0.33 -0.16 0.23
H -0.164216 -0.369383 2.207847 0.00 0.12 -0.04 0.24
H 0.500838 1.028561 1.350767 -0.05 -0.06 0.10 0.24
H -1.326789 -1.079454 0.109652 -0.08 -0.06 -0.18 0.24
H -1.887238 0.450247 0.743453 -0.06 0.12 -0.17 0.25
H -0.347284 -0.193251 -2.471102 0.05 -0.10 -0.16 -0.18



2.
72
Properties=species:S:1:pos:R:3:forces:R:3:mulliken_spin:R:1 method="wB97M-V/def2-TZVPD" de_lowest_kj_mol=19.29 lumo_ev="-10.03 / -9.52" gap_ha="0.2080 / 0.2265" total_charge=+3 spin_multiplicity=3 energy_ev=-55763.5533 s_squared=2.03
Mo -0.678656 -0.362375 0.128624 -0.44 -0.36 -0.22 2.13
N 0.314303 -6.008353 -1.934060 0.04 -0.04 0.07 0.00
C 0.681620 -4.889874 -0.972508 0.11 0.35 0.18 0.00
C -0.542929 -4.072288 -0.586291 -0.22 -0.05 -0.21 0.01
C -1.135587 -3.213458 -1.719051 0.24 -0.08 -0.05 -0.03
N -1.792876 -2.032510 -1.102133 0.04 0.30 0.14 0.00
C -0.066016 -2.762173 -2.723022 0.08 0.08 0.17 0.02
C 1.308728 -2.633260 -2.075232 -0.12 -0.15 -0.15 -0.02
N 1.260347 -1.582308 -1.016653 -0.19 0.01 0.35 0.00
C 1.791083 -4.003279 -1.565995 -0.07 0.08 -0.02 0.00
H -0.434085 -6.594616 -1.555981 -0.07 -0.03 -0.02 0.00
H 1.116823 -6.623154 -2.096133 0.05 -0.02 -0.04 0.00
H 0.014423 -5.653984 -2.844008 -0.04 -0.03 -0.06 0.00
H 1.049953 -5.402375 -0.085496 -0.01 -0.11 -0.06 0.00
H -0.199044 -3.384145 0.185107 0.05 -0.09 0.11 -0.01
H -1.313035 -4.706606 -0.138834 0.01 0.05 0.05 0.00
H -1.899227 -3.785849 -2.251902 -0.04 0.04 0.02 0.00
H -2.492902 -2.358427 -0.436182 -0.08 0.05 0.00 0.01
H -2.324916 -1.539446 -1.817097 -0.07 -0.03 -0.02 0.01
H -0.349335 -1.804672 -3.162525 -0.04 -0.08 -0.08 -0.01
H -0.001776 -3.462370 -3.560226 -0.02 0.02 -0.03 0.00
H 2.024033 -2.322875 -2.837674 0.01 0.06 0.03 0.00
H 1.528210 -0.705828 -1.459269 -0.03 0.09 0.05 0.00
H 1.987928 -1.757312 -0.327098 0.05 0.02 0.02 0.00
H 2.581534 -3.867115 -0.826513 -0.01 -0.06 0.03 0.00
H 2.268175 -4.517244 -2.404407 0.05 0.02 0.02 0.00
S -4.177315 1.622827 2.007266 0.34 -0.22 -0.14 0.00
C -4.176196 2.195944 0.389342 0.00 0.03 0.05 -0.02
C -3.238305 1.593337 -0.385876 0.06 0.12 -0.20 0.01
C -2.473676 0.620307 0.324090 0.33 -0.36 0.41 -0.12
C -2.913656 0.526614 1.649743 -0.26 0.14 -0.26 -0.01
C -2.398754 -0.491740 2.541561 -0.06 -0.21 0.31 0.00
C -2.830378 -0.665351 3.853939 0.03 0.07 -0.13 -0.01
C -2.338903 -1.718505 4.599238 0.07 -0.03 -0.09 0.01
C -1.423968 -2.584874 4.005810 -0.09 0.03 0.12 0.00
C -1.025613 -2.338017 2.713002 0.12 -0.09 -0.13 0.01
N -1.476703 -1.309369 1.971978 -0.15 -0.20 0.53 -0.09
H -4.868951 2.973624 0.103655 -0.01 -0.02 0.00 0.00
H -3.107176 1.841754 -1.428422 0.04 0.04 0.01 0.00
H -3.545512 0.029461 4.273516 -0.02 -0.03 0.02 0.00
H -2.662113 -1.871295 5.620356 0.00 0.01 0.00 0.00
H -1.023644 -3.428316 4.549808 0.02 -0.02 -0.04 0.00
H -0.298097 -2.989955 2.244484 0.03 0.05 0.00 0.00
N 3.829676 8.829943 0.483660 -0.06 -0.06 -0.01 0.00
C 3.294362 7.819656 0.375571 0.10 0.25 0.03 0.00
C 2.655683 6.544834 0.251149 -0.11 -0.26 -0.04 0.00
C 1.955735 6.006624 1.332453 0.05 0.09 -0.06 0.00
C 1.404429 4.746213 1.230805 -0.09 -0.11 -0.06 0.00
C 1.516889 4.010088 0.041587 0.04 0.24 0.05 0.00
C 2.179618 4.583041 -1.050773 -0.01 -0.14 0.00 0.00
C 2.754174 5.833801 -0.945492 0.00 0.07 0.02 0.00
C 0.968144 2.651876 -0.029838 0.06 -0.15 0.00 0.01
C 0.175104 2.274872 -1.118992 0.03 0.22 -0.06 0.01
C -0.274987 3.106421 -2.166556 0.03 -0.06 -0.03 0.04
C -0.903876 2.298246 -3.099877 -0.05 0.04 0.00 0.01
C -0.861212 1.008429 -2.581412 0.13 -0.04 -0.05 0.06
N -0.223143 0.956884 -1.390901 0.08 0.36 -0.40 -0.05
C 1.332095 1.758334 1.009999 0.17 0.11 0.09 0.03
C 2.376877 1.904493 1.925170 -0.17 0.02 -0.21 -0.01
C 2.385032 0.772029 2.750475 -0.09 -0.15 -0.03 0.00
C 1.346101 -0.027125 2.331718 0.25 0.06 0.29 0.00
N 0.691790 0.534469 1.265704 -0.07 0.15 -0.34 -0.03
H 1.852441 6.584382 2.240599 0.01 -0.03 0.01 0.00
H 0.836831 4.342869 2.059012 0.06 -0.03 0.04 0.00
H 2.292704 4.021039 -1.968616 0.02 0.00 0.00 0.00
H 3.284777 6.263877 -1.783651 0.04 -0.01 0.02 0.00
H -0.145609 4.175271 -2.216725 0.01 -0.02 -0.01 0.00
H -1.348923 2.595973 -4.035367 0.01 0.00 0.01 0.00
H -1.264951 0.115690 -3.038517 -0.06 0.05 0.02 -0.01
H 3.073627 2.725578 1.960437 -0.04 0.06 0.01 0.00
H 3.066278 0.565654 3.559336 -0.02 -0.01 0.01 0.00
H 1.032521 -0.964009 2.760110 -0.03 -0.01 -0.04 -0.01



3.
17
Properties=species:S:1:pos:R:3:forces:R:3:nbo_charge:R:1 method="wB97M-V/def2-TZVPD" de_lowest_kj_mol=203.80 lumo_ev=-1.67 gap_ha=0.2537 energy_ev=-29640.9348
C -1.421189 2.585882 0.598961 -0.50 0.76 -0.10 -0.20
C -0.946068 1.356047 0.879697 -1.79 0.80 0.87 -0.72
C 1.559405 -1.167100 -1.398345 2.45 0.65 2.36 -0.41
C 0.693235 -1.359719 0.866275 -2.84 -1.28 2.76 -0.44
N 0.860500 -0.552920 -0.270705 -0.64 1.38 -0.97 -0.74
O -0.084736 1.486014 -1.636896 -0.11 -0.18 -1.00 -1.00
P -0.249744 0.600570 -0.502263 0.50 -0.61 -0.10 2.19
Cl -2.792122 -1.527324 -0.070589 1.26 0.97 -0.17 -0.79
H -2.146013 3.162528 1.193152 0.52 -0.79 0.48 0.22
H -1.224879 3.181300 -0.299129 0.42 -0.82 0.05 0.23
H -1.347929 0.803465 1.737311 0.41 0.17 -0.43 0.29
H 2.624506 -1.127418 -1.032410 -0.71 -0.68 -0.46 0.21
H 1.233646 -2.184404 -1.479111 -0.24 -0.40 -0.70 0.22
H 1.617163 -0.521575 -2.230313 -0.76 0.35 -1.23 0.24
H 1.447237 -1.419024 1.663173 0.64 0.22 -0.94 0.22
H -0.205878 -0.947439 1.465599 1.18 -1.02 -1.01 0.24
H 0.382867 -2.368886 0.515592 0.20 0.47 0.61 0.23